Entry from OMol25: a structure of composition C34H43BrF5InN4S6Si (ωB97M-V/def2-TZVPD).

Element x y z (Å)
1 In 1.924 -0.895 -1.172
2 S 3.383 -2.947 -2.451
3 S 3.818 -4.200 -0.889
4 S 4.242 -2.920 0.672
5 S 2.448 -1.996 1.058
6 F 1.021 -5.392 -6.506
7 C 0.733 -4.667 -5.417
8 C 0.990 -3.314 -5.390
9 F 1.532 -2.725 -6.465
10 C 0.677 -2.582 -4.265
11 F 0.954 -1.275 -4.296
12 C 0.109 -3.145 -3.126
13 S -0.268 -2.237 -1.676
14 C -0.142 -4.506 -3.201
15 F -0.687 -5.150 -2.166
16 C 0.161 -5.260 -4.317
17 F -0.097 -6.577 -4.340
18 N -3.771 2.594 -5.653
19 C -3.096 2.551 -4.723
20 C -2.267 2.516 -3.539
21 C -1.820 3.699 -2.957
22 C -1.049 3.628 -1.815
23 C -0.746 2.375 -1.295
24 N -1.166 1.239 -1.855
25 C -1.909 1.306 -2.952
26 H -2.077 4.650 -3.405
27 H -0.672 4.521 -1.335
28 H -0.117 2.269 -0.415
29 H -2.226 0.360 -3.386
30 S 2.451 3.460 1.625
31 C 2.119 2.100 0.758
32 N 1.854 1.150 0.133
33 C 7.209 0.072 -0.482
34 N 6.186 0.863 -1.145
35 C 5.554 1.770 -0.188
36 C 5.178 -0.028 -1.731
37 C 4.221 0.711 -2.645
38 C 4.751 1.650 -3.533
39 C 3.931 2.399 -4.365
40 C 2.554 2.221 -4.311
41 C 2.021 1.285 -3.432
42 C 2.836 0.509 -2.594
43 H 7.956 0.736 -0.041
44 H 7.705 -0.575 -1.210
45 H 6.796 -0.568 0.314
46 H 6.300 2.454 0.225
47 H 5.078 1.226 0.643
48 H 4.781 2.360 -0.679
49 H 4.615 -0.531 -0.936
50 H 5.681 -0.820 -2.285
51 H 5.825 1.804 -3.542
52 H 4.362 3.124 -5.047
53 H 1.899 2.808 -4.948
54 H 0.946 1.150 -3.407
55 C -0.435 0.046 4.827
56 C -1.457 0.903 4.060
57 C -0.649 2.032 3.395
58 C -2.441 1.517 5.072
59 Si -2.370 -0.161 2.762
60 Br -0.903 -0.493 1.112
61 C -2.825 -1.913 3.390
62 C -1.574 -2.802 3.534
63 C -3.741 -2.624 2.381
64 C -3.544 -1.848 4.749
65 C -3.848 0.747 1.938
66 C -3.492 2.219 1.665
67 C -4.196 0.134 0.568
68 C -5.096 0.706 2.836
69 H 0.161 0.705 5.471
70 H 0.258 -0.462 4.148
71 H -0.911 -0.701 5.468
72 H -0.124 2.600 4.174
73 H -1.268 2.736 2.838
74 H 0.113 1.646 2.717
75 H -1.875 2.069 5.834
76 H -3.040 0.757 5.587
77 H -3.129 2.224 4.600
78 H -1.035 -2.907 2.590
79 H -1.896 -3.805 3.849
80 H -0.870 -2.432 4.277
81 H -3.287 -2.663 1.385
82 H -4.724 -2.154 2.301
83 H -3.895 -3.659 2.715
84 H -2.899 -1.442 5.534
85 H -3.834 -2.862 5.054
86 H -4.453 -1.239 4.714
87 H -2.579 2.307 1.067
88 H -3.362 2.799 2.581
89 H -4.309 2.679 1.093
90 H -3.351 0.192 -0.123
91 H -5.032 0.701 0.134
92 H -4.500 -0.911 0.630
93 H -4.908 1.131 3.828
94 H -5.471 -0.311 2.973
95 H -5.898 1.294 2.369

Total charge: -2

=====

Entry from OMol25: the ion C4H10NS with charge +1 (ωB97M-V/def2-TZVPD).

Element x y z (Å)
1 C 2.885 -0.315 0.202
2 S 1.514 0.759 -0.487
3 C -0.066 0.107 0.309
4 C -1.238 1.208 0.477
5 C -2.078 0.363 -0.477
6 N -0.865 -0.565 -0.763
7 H 3.784 0.115 -0.229
8 H 2.690 -1.296 -0.212
9 H 3.003 -0.175 1.245
10 H -0.162 -0.400 1.231
11 H -0.831 2.088 0.094
12 H -1.491 1.241 1.609
13 H -2.877 -0.148 -0.004
14 H -2.164 0.785 -1.485
15 H -1.218 -1.545 -0.635
16 H -0.521 -0.460 -1.756

Total charge: +1

=====

Entry from OMol25: a cluster of 2 separate species, C5H15N2 in total (ωB97M-V/def2-TZVPD).

Element x y z (Å)
1 C -0.020 -0.842 1.119
2 N 1.252 -0.201 1.008
3 C 2.208 -0.555 2.043
4 C -0.988 -0.232 -0.036
5 N -0.930 1.097 0.208
6 C -1.446 0.026 -2.485
7 C -0.498 -0.574 -1.468
8 H 0.086 -1.926 1.036
9 H -0.578 -0.647 2.033
10 H 1.020 0.794 0.938
11 H 3.211 -0.362 1.660
12 H 2.135 -1.611 2.271
13 H 2.068 0.024 2.959
14 H -1.965 -0.719 0.092
15 H 0.839 5.887 -1.803
16 H -1.627 1.384 0.909
17 H 1.322 5.334 -1.991
18 H -1.204 -0.278 -3.496
19 H -1.441 1.120 -2.422
20 H -2.474 -0.285 -2.296
21 H -0.403 -1.654 -1.556
22 H 0.513 -0.155 -1.539

Total charge: +1

=====

| no. | DFT total energy (eV) | highest occupied orbital energy (eV) |
| --- | --- | --- |
| 1 | -203615.154 | -1.83 |
| 2 | -16627.004 | -13.41 |
| 3 | -8396.493 | -14.41 |